# 1
56
Properties=species:S:1:pos:R:3 method="wB97M-V/def2-TZVPD" spin_multiplicity=1 de_lowest_kcal_mol=137.5 mol_weight_g_mol=349.3 homo_lumo_gap_ev=9.167 e_homo_ha=-0.3426
O 2.62 2.84 -1.71
O -1.50 -3.19 -0.06
O -1.76 2.12 -3.49
O 0.04 -4.48 -3.13
O 0.91 -0.91 4.03
O -3.92 -1.17 -2.34
O 2.70 -1.33 1.53
O 1.03 -3.96 3.27
O -0.79 2.51 0.98
O 0.10 2.25 4.74
O 3.79 0.86 0.61
O -2.51 2.42 3.25
O 0.85 4.48 0.27
O -3.69 0.24 2.23
O -0.77 -0.20 -3.32
N 0.88 -1.27 -2.26
C 0.02 0.91 -1.33
C 1.06 -2.32 -3.27
C 1.34 -1.70 -0.98
C -0.11 -3.31 -3.29
C -0.02 -0.21 -2.38
H -3.45 -1.21 -3.17
H 3.17 3.66 -1.51
H -1.15 1.10 -1.28
H -4.21 -0.35 -2.59
H 0.49 -1.74 -0.37
H -0.85 -2.84 -0.68
H -3.05 3.04 3.58
H -1.06 -2.81 -3.54
H 0.58 1.37 4.60
H 3.59 1.23 -0.26
H 3.33 1.44 1.19
H 1.99 -2.90 -2.96
H 0.05 -3.97 3.47
H -1.57 2.70 -4.12
H 0.43 5.34 0.25
H -4.06 -0.41 1.67
H 1.82 3.33 -1.63
H 1.22 -1.93 -4.31
H -1.70 2.33 0.69
H -2.95 -0.22 2.52
H -0.70 2.34 1.91
H -2.31 -2.56 -0.21
H -1.41 1.23 -3.58
H 1.39 -0.77 3.21
H 3.40 -1.99 1.90
H 3.32 -0.56 1.41
H 2.07 -1.01 -0.54
H -0.67 2.12 4.35
H 1.97 -2.74 -1.07
H 0.46 -1.69 3.84
H 0.53 1.87 -1.78
H -3.05 1.79 2.70
H 0.42 0.69 -0.42
H 0.49 3.87 0.97
H 1.19 -4.31 2.39

=====

# 2
53
Properties=species:S:1:pos:R:3 method="wB97M-V/def2-TZVPD" spin_multiplicity=1 de_lowest_kcal_mol=2.2 charge=-1 mol_weight_g_mol=303.3 homo_lumo_gap_ev=10.052 e_homo_ha=-0.2727
O -1.40 -0.79 3.08
O 1.67 -3.60 -1.00
O -4.67 0.91 0.97
O 1.35 3.98 -1.46
O -3.97 -1.33 2.26
O -2.38 -3.03 0.08
O 0.82 0.35 4.11
O 3.17 2.59 -0.05
O 1.47 -1.26 2.25
O 0.01 -1.84 0.29
O 3.20 0.16 1.06
O 2.11 1.56 -2.15
O 3.49 -1.15 -1.28
C -1.36 2.49 -1.21
C -0.69 -0.72 -1.71
C -1.68 0.29 -2.29
C -0.43 -0.53 -0.24
C -1.05 1.67 -2.48
H -1.12 -1.73 -1.86
H 3.61 1.76 -0.29
H -2.41 -3.43 0.95
H 1.07 -2.85 -0.73
H 2.20 3.53 -1.65
H 1.11 -0.23 3.32
H -1.33 -0.49 0.37
H 2.98 -1.94 -1.50
H 2.74 2.25 0.76
H 2.04 -1.97 2.54
H -3.96 1.48 1.29
H 0.22 -0.64 -2.34
H -1.98 0.06 -3.35
H -0.09 1.72 -3.00
H 0.46 0.11 -0.05
H -2.45 2.69 -1.21
H 0.92 1.27 3.85
H 3.37 -0.98 -0.32
H -3.16 -1.55 2.76
H -2.59 0.33 -1.72
H 0.85 3.49 -2.13
H -0.86 3.48 -1.13
H -0.54 -0.96 3.53
H 3.99 -0.08 1.55
H -1.40 2.25 -3.39
H 2.63 0.74 -2.07
H -3.94 -1.86 1.46
H 1.11 -4.31 -0.67
H -1.46 -2.70 -0.01
H 2.02 1.68 -1.19
H -1.01 1.97 -0.32
H -1.13 -1.07 2.19
H 0.72 -1.70 1.09
H -4.59 0.16 1.58
H 2.34 -0.23 1.46

=====

# 3
54
Properties=species:S:1:pos:R:3 method="wB97M-V/def2-TZVPD" spin_multiplicity=1 charge=-1 mol_weight_g_mol=302.3 homo_lumo_gap_ev=3.511 e_homo_ha=-0.0518
O 3.01 -2.15 0.62
O 1.87 4.19 0.16
O -3.79 1.58 2.98
O 2.55 -1.50 -3.70
O 1.94 -4.58 2.38
O 4.19 -3.04 3.54
O -2.58 -3.00 -2.91
O -2.34 -0.14 4.79
O -5.27 -0.84 1.81
O -1.40 0.67 1.59
O 3.80 3.21 -2.74
O 1.30 0.14 2.09
N -0.90 0.02 -2.63
C -2.62 1.50 -1.31
C 0.76 1.66 -1.63
C -0.12 1.19 -2.83
C 1.81 0.59 -1.26
C -2.03 0.13 -1.75
H 1.48 0.74 2.82
H 3.05 -1.82 -0.29
H -3.06 -0.03 5.43
H 2.35 -2.86 0.58
H -3.71 1.49 -1.50
H 0.19 2.02 -0.77
H 2.78 -4.83 2.79
H -5.48 -1.16 0.92
H -2.24 2.40 -1.80
H -0.52 0.45 1.25
H -2.54 1.61 -0.23
H 0.60 0.97 -3.64
H 3.68 -2.87 2.74
H -2.86 -0.44 -2.21
H -2.13 -2.14 -2.88
H -2.91 1.34 2.63
H -5.59 0.07 1.82
H 1.52 3.37 0.51
H 2.98 -2.08 -4.34
H -3.30 -2.91 -2.29
H 3.56 -2.93 4.25
H 1.78 -0.66 2.31
H -4.09 0.76 3.38
H 3.46 4.11 -2.75
H 1.78 -0.16 -2.05
H 1.32 -5.26 2.65
H 2.75 3.94 -0.16
H -0.67 2.10 -3.20
H 1.55 0.19 -0.29
H 3.61 2.86 -3.61
H 1.63 -1.45 -4.00
H -1.91 0.72 4.78
H -1.71 -0.15 2.00
H 2.83 0.98 -1.25
H -1.81 -0.43 -0.81
H 1.31 2.54 -2.01

=====

# 4
55
Properties=species:S:1:pos:R:3 method="wB97M-V/def2-TZVPD" spin_multiplicity=1 de_lowest_kcal_mol=87.5 mol_weight_g_mol=320.3 homo_lumo_gap_ev=9.439 e_homo_ha=-0.3417
O 1.99 -1.56 2.63
O -1.50 2.31 0.57
O -2.32 -1.02 1.21
O 0.74 -0.44 -3.35
O -1.98 -3.81 -2.39
O 3.13 1.53 2.58
O 1.24 -4.33 -1.21
O -0.25 1.11 2.59
O -3.80 1.01 0.50
O 3.47 -1.73 -2.14
O -2.68 3.46 3.63
O -2.21 -1.11 -2.80
O 4.56 -0.47 1.34
O -3.01 1.50 -2.14
C -0.08 -0.49 0.10
C 0.28 0.53 -0.67
C 1.65 1.18 -0.75
C -1.36 -1.21 0.09
C 1.66 2.50 0.02
H -2.03 -0.98 -0.74
H -0.21 -0.47 -3.22
H 0.60 1.44 2.90
H -3.17 0.29 0.80
H 2.58 3.06 0.21
H -2.46 2.17 0.57
H 1.16 3.26 -0.60
H -0.42 0.90 -1.41
H 1.08 -1.44 2.36
H -2.76 -1.12 -3.59
H 0.58 -0.75 0.93
H -2.84 -3.71 -2.81
H 4.34 -1.98 -2.48
H -1.16 3.21 0.61
H 3.83 0.93 2.30
H -1.81 -0.68 1.96
H -4.63 0.79 0.92
H -2.65 2.66 4.18
H 1.18 2.48 0.99
H -2.39 -0.26 -2.36
H 2.41 0.49 -0.39
H 1.14 -1.28 -3.12
H -3.84 1.19 -1.75
H 3.06 -2.60 -2.00
H 1.40 -3.70 -0.51
H -3.08 3.03 2.87
H 4.65 -0.30 0.39
H 1.75 1.36 -1.82
H 0.35 -4.68 -1.21
H 4.08 -1.30 1.40
H -1.21 -2.29 0.20
H -1.63 -2.90 -2.41
H -0.40 1.42 1.67
H 3.38 1.97 3.40
H 2.16 -1.25 3.52
H -2.57 2.10 -1.54